# C25H33IMoN2Sb

A structure of composition C25H33IMoN2Sb in a non-equilibrium geometry (ωB97M-V/def2-TZVPD, the OMol25 dataset).

Properties
Highest occupied orbital energy (alpha / beta), eV: -17.13 / -17.85
Largest force on an atom, eV/Å: 3.17
Kohn-Sham gap (alpha / beta), eV: 4.92 / 6.38
Calculated total energy, eV: -45904.2956
Multiplicity: 3
E_LUMO (alpha / beta), eV: -12.2 / -11.5
Charge: +3

CARTESIAN COORDINATES (ANGSTROEM)
Mo 9.43 10.29 8.49
C 7.90 8.89 12.37
C 7.33 7.66 12.01
C 7.35 7.23 10.69
C 8.00 8.03 9.76
N 8.52 9.19 10.11
C 8.56 9.56 11.39
C 8.05 7.77 8.33
C 7.60 6.64 7.71
C 7.59 6.53 6.32
C 8.16 7.48 5.53
C 8.90 8.57 6.08
C 8.72 8.70 7.44
H 7.78 9.24 13.41
H 6.97 7.05 12.82
H 6.95 6.25 10.39
H 9.14 10.43 11.56
H 7.07 5.89 8.27
H 7.11 5.70 5.82
H 8.13 7.35 4.42
H 9.48 9.21 5.42
I 9.98 12.37 6.43
C 8.30 12.87 7.58
C 7.48 13.93 7.33
C 6.44 14.12 8.25
C 6.17 13.23 9.25
C 7.04 12.12 9.41
N 8.10 11.94 8.59
H 7.65 14.61 6.51
H 5.76 14.96 8.11
H 5.36 13.36 9.91
H 6.90 11.32 10.14
C 14.73 9.51 7.60
C 13.37 8.80 7.26
C 12.94 9.28 5.91
Sb 12.07 9.28 8.98
C 12.01 7.52 10.19
C 13.30 7.37 10.91
C 11.46 6.27 9.51
C 13.10 10.76 10.15
C 12.55 10.85 11.58
C 13.01 12.15 9.54
H 15.45 9.44 6.74
H 15.22 9.25 8.57
H 14.64 10.59 7.60
H 13.44 7.71 7.24
H 12.67 10.34 6.06
H 12.04 8.80 5.51
H 13.79 9.23 5.21
H 11.31 7.84 10.94
H 14.16 7.30 10.20
H 13.39 6.49 11.58
H 13.52 8.25 11.50
H 12.10 5.97 8.66
H 10.55 6.48 9.10
H 11.35 5.43 10.21
H 14.16 10.46 10.12
H 11.56 11.31 11.60
H 13.19 11.56 12.08
H 12.59 9.96 12.19
H 12.00 12.43 9.37
H 13.49 12.27 8.58
H 13.51 12.73 10.31

# C25H33N2O

A cluster of 2 separate species, C25H33N2O in total in a non-equilibrium geometry (ωB97M-V/def2-TZVPD, the OMol25 dataset).

Properties
Highest occupied orbital energy, eV: -9.69
Largest force on an atom, eV/Å: 1.71
Kohn-Sham gap, eV: 4.08
Calculated total energy, eV: -31479.4103
E_LUMO, eV: -5.6
Charge: +1

CARTESIAN COORDINATES (ANGSTROEM)
C -3.96 -0.39 0.96
N -3.51 -0.56 2.30
C -3.07 -1.86 2.72
C -1.55 -2.00 2.94
C -0.77 -0.69 2.87
N 0.61 -0.75 2.79
C 1.27 -2.06 2.76
C 2.77 -1.92 3.01
O 3.36 -0.97 2.11
C 2.80 0.34 2.31
C 1.29 0.34 2.08
C -1.43 0.52 2.99
C -2.91 0.58 3.00
H -4.59 0.52 0.90
H -3.13 -0.29 0.23
H -4.55 -1.28 0.69
H -3.59 -2.07 3.68
H -3.46 -2.56 1.97
H -1.42 -2.47 3.93
H -1.19 -2.75 2.21
H 0.85 -2.71 3.53
H 1.14 -2.53 1.77
H 2.94 -1.62 4.06
H 3.29 -2.86 2.78
H 3.03 0.71 3.33
H 3.30 0.96 1.56
H 1.13 0.25 0.99
H 0.90 1.31 2.40
H -0.91 1.47 3.11
H -3.33 1.48 2.52
H -3.28 0.55 4.05
C 2.15 7.05 -1.09
C 1.65 6.25 0.08
C 2.55 5.53 0.87
C 2.10 4.72 1.90
C 0.70 4.61 2.19
C 0.26 3.77 3.26
C -0.81 4.05 4.14
C -1.10 3.14 5.21
C -2.23 3.29 5.99
C -3.13 4.35 5.76
C -4.38 4.44 6.57
C -2.80 5.32 4.81
C -1.64 5.22 4.05
C -0.20 5.38 1.38
C 0.28 6.20 0.37
H 1.39 7.78 -1.41
H 3.07 7.59 -0.84
H 2.37 6.41 -1.96
H 3.62 5.59 0.64
H 2.81 4.16 2.52
H 0.90 2.92 3.52
H -0.40 2.32 5.40
H -2.46 2.56 6.77
H -5.07 5.16 6.13
H -4.89 3.46 6.64
H -4.16 4.76 7.60
H -3.48 6.17 4.68
H -1.39 6.03 3.37
H -1.28 5.30 1.54
H -0.41 6.80 -0.23

# C25H33N3O5S2

The molecule C25H33N3O5S2 in a non-equilibrium geometry (ωB97M-V/def2-TZVPD, the OMol25 dataset).

Properties
Highest occupied orbital energy, eV: -8.42
Largest force on an atom, eV/Å: 1.12
Kohn-Sham gap, eV: 8.30
Calculated total energy, eV: -62838.2795
SMILES: CCN(C1CCCCC1)S(=O)(=O)c1ccc(S(=O)(=O)N(CC(=O)Nc2ccccc2)C2CC2)cc1
E_LUMO, eV: -0.1

CARTESIAN COORDINATES (ANGSTROEM)
C 2.30 -0.54 -2.69
C 3.58 -1.28 -2.27
N 4.01 -0.91 -0.94
C 4.79 0.31 -0.78
C 6.28 0.01 -0.62
C 7.07 1.31 -0.53
C 6.57 2.17 0.63
C 5.08 2.45 0.47
C 4.29 1.15 0.40
S 3.84 -2.04 0.25
O 3.96 -3.35 -0.32
O 4.66 -1.69 1.37
C 2.11 -1.82 0.72
C 1.78 -0.96 1.74
C 0.44 -0.75 2.05
C -0.53 -1.43 1.33
S -2.24 -1.04 1.65
O -3.08 -2.05 1.05
O -2.42 -0.75 3.04
N -2.51 0.34 0.78
C -2.63 0.20 -0.66
C -4.10 0.42 -1.09
O -4.41 1.29 -1.88
N -4.92 -0.44 -0.47
C -6.32 -0.54 -0.53
C -7.10 0.29 -1.33
C -8.47 0.14 -1.34
C -9.08 -0.84 -0.57
C -8.30 -1.68 0.22
C -6.93 -1.53 0.24
C -1.98 1.57 1.26
C -2.57 2.16 2.51
C -2.85 2.79 1.18
C -0.19 -2.33 0.33
C 1.14 -2.53 0.02
H 2.47 0.53 -2.72
H 2.00 -0.87 -3.68
H 1.50 -0.75 -1.99
H 4.38 -1.07 -2.99
H 3.41 -2.35 -2.25
H 4.64 0.89 -1.70
H 6.62 -0.59 -1.46
H 6.42 -0.58 0.29
H 6.96 1.87 -1.47
H 8.13 1.09 -0.40
H 7.13 3.10 0.67
H 6.73 1.63 1.57
H 4.72 3.05 1.32
H 4.91 3.04 -0.44
H 3.22 1.35 0.28
H 4.45 0.58 1.32
H 2.56 -0.46 2.29
H 0.13 -0.10 2.85
H -2.00 0.93 -1.17
H -2.33 -0.81 -0.94
H -4.48 -1.12 0.15
H -6.63 1.06 -1.93
H -9.08 0.79 -1.95
H -10.15 -0.96 -0.58
H -8.76 -2.44 0.82
H -6.31 -2.17 0.85
H -0.91 1.70 1.09
H -3.36 1.60 2.98
H -1.91 2.66 3.19
H -2.38 3.74 0.94
H -3.83 2.67 0.75
H -0.98 -2.86 -0.18
H 1.45 -3.23 -0.74

# C25H33N6O2RuS2Se

A structure of composition C25H33N6O2RuS2Se in a non-equilibrium geometry (ωB97M-V/def2-TZVPD, the OMol25 dataset).

Properties
Highest occupied orbital energy (alpha / beta), eV: -13.05 / -13.14
Largest force on an atom, eV/Å: 1.65
Kohn-Sham gap (alpha / beta), eV: 7.44 / 6.48
Calculated total energy, eV: -129080.5667
Multiplicity: 2
E_LUMO (alpha / beta), eV: -5.6 / -6.7
Charge: +2

CARTESIAN COORDINATES (ANGSTROEM)
Ru 0.07 -0.74 -0.89
C 5.27 -1.80 -1.70
N 4.04 -1.09 -2.07
C 4.16 0.06 -2.97
C 2.82 -1.48 -1.70
N 1.72 -0.85 -2.01
N 2.72 -2.71 -1.03
C 1.82 -2.98 -0.04
N 1.95 -4.15 0.60
N 0.87 -2.12 0.26
H 6.06 -1.06 -1.57
H 5.58 -2.51 -2.47
H 5.15 -2.31 -0.74
H 5.20 0.20 -3.22
H 3.79 0.97 -2.48
H 3.60 -0.11 -3.89
H 1.88 0.06 -2.43
H 3.40 -3.41 -1.26
H 2.67 -4.81 0.36
H 1.24 -4.46 1.24
H 0.29 -2.44 1.02
O 0.94 1.33 -0.81
S 1.24 2.59 0.01
C -0.33 3.18 0.67
C -1.11 4.02 -0.34
C -1.55 3.28 -1.61
C -2.97 2.70 -1.57
S -3.06 0.92 -1.21
O -1.73 0.30 -1.62
C -3.11 0.92 0.57
C -2.16 0.25 1.31
C -2.25 0.18 2.69
C -3.31 0.79 3.34
C -4.29 1.45 2.60
C -4.20 1.51 1.21
C 2.02 2.09 1.52
C 2.92 2.98 2.10
C 3.55 2.63 3.29
C 3.29 1.39 3.87
C 2.40 0.51 3.27
C 1.76 0.85 2.09
H -0.06 3.77 1.55
H -0.86 2.29 1.00
H -0.51 4.89 -0.62
H -1.98 4.42 0.19
H -0.86 2.47 -1.85
H -1.50 3.96 -2.46
H -3.47 2.80 -2.53
H -3.60 3.17 -0.82
H -1.32 -0.23 0.80
H -1.49 -0.35 3.26
H -3.40 0.73 4.41
H -5.12 1.91 3.10
H -4.98 2.00 0.65
H 3.13 3.93 1.63
H 4.24 3.31 3.75
H 3.79 1.12 4.79
H 2.20 -0.45 3.74
H 1.07 0.16 1.63
Se -0.69 -2.36 -2.44
C -2.41 -2.92 -1.82
C -3.23 -3.59 -2.71
C -4.48 -4.00 -2.27
N -4.95 -3.79 -1.04
C -4.14 -3.16 -0.19
C -2.87 -2.71 -0.52
H -2.93 -3.78 -3.73
H -5.15 -4.52 -2.95
H -4.53 -3.00 0.81
H -2.27 -2.22 0.23

# C25H33N6S2Si2Tc

A structure of composition C25H33N6S2Si2Tc (ωB97M-V/def2-TZVPD, the OMol25 dataset).

Properties
Highest occupied orbital energy (alpha / beta), eV: -8.66 / -10.53
Largest force on an atom, eV/Å: 0.21
Kohn-Sham gap (alpha / beta), eV: 6.37 / 6.63
Calculated total energy, eV: -75023.4654
Multiplicity: 4
E_LUMO (alpha / beta), eV: -2.3 / -3.9
Charge: +1

CARTESIAN COORDINATES (ANGSTROEM)
Tc -0.11 -0.55 -0.90
C -3.90 1.01 1.76
Si -2.97 1.57 0.25
C -4.08 1.87 -1.21
C -1.84 3.00 0.56
C -2.46 4.11 1.15
C -1.78 5.28 1.41
C -0.43 5.36 1.09
C 0.20 4.27 0.51
C -0.47 3.07 0.23
Si 0.65 1.78 -0.58
C 1.08 2.49 -2.29
C 2.25 1.75 0.41
H -4.57 1.80 2.11
H -3.21 0.77 2.56
H -4.50 0.13 1.54
H -4.82 2.64 -0.97
H -4.62 0.97 -1.49
H -3.52 2.24 -2.08
H -3.52 4.06 1.41
H -2.28 6.12 1.86
H 0.13 6.27 1.29
H 1.26 4.37 0.27
H 1.60 3.44 -2.16
H 0.21 2.71 -2.90
H 1.76 1.84 -2.85
H 2.74 2.73 0.40
H 2.96 1.03 0.00
H 2.06 1.48 1.46
N -0.49 -2.58 -2.11
C -0.79 -2.29 -3.52
C -1.61 -1.02 -3.57
N -0.83 0.06 -2.92
H 0.28 -3.24 -2.02
H -1.29 -2.99 -1.63
H -1.32 -3.11 -4.01
H 0.15 -2.15 -4.05
H -2.54 -1.14 -3.01
H -1.87 -0.75 -4.60
H -1.41 0.88 -2.78
H -0.07 0.37 -3.52
N 2.41 -2.05 2.09
C 1.60 -2.56 3.13
C 2.03 -3.62 3.91
C 1.22 -4.09 4.93
C -0.03 -3.53 5.15
C -0.47 -2.48 4.35
C 0.35 -1.98 3.36
S -0.04 -0.56 2.40
N 0.60 -1.13 0.90
C 1.88 -1.58 0.92
C 2.60 -1.57 -0.29
C 3.92 -2.04 -0.48
C 4.52 -1.94 -1.70
C 3.80 -1.37 -2.78
C 2.52 -0.94 -2.55
N 1.91 -1.02 -1.36
H 3.35 -2.39 2.06
H 3.00 -4.07 3.72
H 1.56 -4.91 5.54
H -0.66 -3.91 5.94
H -1.45 -2.04 4.51
H 4.47 -2.47 0.35
H 5.53 -2.29 -1.84
H 4.24 -1.27 -3.76
H 1.95 -0.50 -3.36
S -2.81 -2.46 0.16
C -2.07 -1.06 -0.15
N -1.95 0.17 -0.22

# C25H33O2ReS

A structure of composition C25H33O2ReS in a non-equilibrium geometry (ωB97M-V/def2-TZVPD, the OMol25 dataset).

Properties
Highest occupied orbital energy (alpha / beta), eV: -9.98 / -11.11
Largest force on an atom, eV/Å: 4.35
Kohn-Sham gap (alpha / beta), eV: 6.55 / 5.31
Calculated total energy, eV: -43509.1993
Multiplicity: 4
E_LUMO (alpha / beta), eV: -3.4 / -5.8
Charge: +1

CARTESIAN COORDINATES (ANGSTROEM)
O 0.26 1.84 -3.03
C 1.01 2.95 -3.59
C -0.18 3.92 -3.48
H 1.30 2.72 -4.62
H 1.88 3.18 -2.96
C -0.88 2.72 -2.79
H -0.69 4.17 -4.42
H -0.05 4.76 -2.82
C -2.09 2.23 -3.56
H -1.83 2.17 -4.62
H -2.90 2.95 -3.44
H -2.44 1.25 -3.20
C -1.11 3.00 -1.33
H -0.20 3.37 -0.85
H -1.35 2.07 -0.80
H -1.93 3.72 -1.19
Re -0.05 -0.14 1.55
C 0.69 2.04 2.93
C 1.94 1.38 2.99
C 2.31 0.96 1.68
H 2.54 1.28 3.88
C 1.38 1.54 0.74
C 0.33 2.16 1.54
H -0.46 2.79 1.15
H 0.11 2.42 3.75
H 3.18 0.37 1.42
H 1.51 1.66 -0.32
C -1.51 -0.80 2.94
C -1.86 0.52 2.49
C -2.08 0.48 1.08
H -1.93 1.40 3.15
C -1.80 -0.87 0.62
C -1.53 -1.68 1.79
H -1.42 -2.76 1.83
H -1.30 -1.07 3.97
H -2.45 1.30 0.45
H -1.89 -1.24 -0.41
O -0.09 -0.79 -2.60
C -0.61 -0.63 -3.98
C 0.11 -1.53 -4.97
H -0.45 0.40 -4.31
H -1.69 -0.83 -3.98
C 1.01 -2.41 -4.08
H 0.74 -0.94 -5.64
H -0.60 -2.09 -5.58
C 0.72 -1.98 -2.64
H 2.06 -2.23 -4.33
H 0.77 -3.46 -4.25
H 1.66 -1.83 -2.08
H 0.15 -2.78 -2.15
S 1.55 -1.94 2.04
C 1.23 -2.55 3.64
C 0.84 -3.91 3.72
C 0.60 -4.50 4.97
C 0.74 -3.74 6.14
C 1.08 -2.39 6.06
C 1.34 -1.80 4.82
H 0.76 -4.47 2.79
H 0.28 -5.54 5.00
H 0.53 -4.22 7.11
H 1.13 -1.80 6.97
H 1.62 -0.75 4.77

# C25H34Br2N4O7

A cluster of 2 separate species, C25H34Br2N4O7 in total in a non-equilibrium geometry (ωB97M-V/def2-TZVPD, the OMol25 dataset).

Properties
Highest occupied orbital energy, eV: -5.82
Largest force on an atom, eV/Å: 2.57
Kohn-Sham gap, eV: 3.12
Calculated total energy, eV: -186842.1210
E_LUMO, eV: -2.7

CARTESIAN COORDINATES (ANGSTROEM)
C 4.87 -0.81 2.96
O 4.51 0.52 3.29
C 4.59 1.37 2.16
C 3.90 2.74 2.38
C 2.85 3.09 1.27
C 3.43 4.03 0.17
C 3.03 3.64 -1.28
C 3.24 2.13 -1.62
C 2.05 1.55 -2.44
C 1.01 0.75 -1.61
C 1.72 -0.42 -0.89
C 0.88 -1.71 -0.79
C -0.12 -1.76 0.35
C 0.32 -1.70 1.70
O 1.68 -1.61 1.89
N 1.90 -0.60 2.98
O 1.72 0.47 2.59
N -0.38 -1.73 2.81
N -1.66 -1.87 2.54
Br -2.69 -1.92 4.12
C -2.26 -1.98 1.37
C -3.78 -2.19 1.27
C -4.57 -0.87 1.14
C -4.88 -0.02 2.19
C -5.58 1.16 2.01
C -6.01 1.53 0.75
C -5.74 0.67 -0.32
C -6.23 1.04 -1.72
C -5.03 -0.50 -0.13
C -1.51 -1.91 0.16
C -2.05 -1.98 -1.25
C -1.59 -3.33 -1.88
O -1.32 -3.39 -3.03
Br -1.43 -4.94 -0.75
H 5.89 -1.06 3.31
H 4.73 -1.03 1.89
H 4.19 -1.50 3.50
H 4.19 0.91 1.24
H 5.67 1.57 1.97
H 4.68 3.52 2.38
H 3.39 2.80 3.35
H 2.04 3.64 1.79
H 2.41 2.16 0.88
H 3.00 5.03 0.35
H 4.51 4.16 0.30
H 3.69 4.22 -1.95
H 2.02 3.99 -1.52
H 4.12 2.09 -2.28
H 3.50 1.54 -0.73
H 2.48 0.93 -3.25
H 1.58 2.40 -2.96
H 0.58 1.46 -0.88
H 0.22 0.43 -2.31
H 2.62 -0.67 -1.48
H 2.10 -0.05 0.07
H 1.48 -2.64 -0.79
H 0.29 -1.76 -1.72
H -3.94 -2.70 0.31
H -4.19 -2.89 2.01
H -4.59 -0.25 3.22
H -5.80 1.83 2.84
H -6.55 2.45 0.56
H -6.88 0.25 -2.13
H -5.41 1.23 -2.42
H -6.84 1.95 -1.64
H -4.88 -1.11 -1.02
H -3.14 -1.98 -1.32
H -1.65 -1.13 -1.81
N -0.09 -4.81 -5.54
O -0.53 -5.96 -5.38
O 1.04 -4.49 -5.09
O -0.78 -3.95 -6.14

Q: Look up the largest force on an atom of the seventh one.
A: 2.57 eV/Å

Q: Which formula does entry 6 have?
A: C25H33O2ReS